{
  "formula": "C26H24AsBrN3O5Tl",
  "method": "wB97M-V/def2-TZVPD",
  "symbols": ["Tl", "Br", "C", "C", "C", "C", "C", "N", "C", "O", "O", "H", "H", "H", "C", "O", "C", "O", "N", "N", "H", "H", "H", "H", "H", "H", "O", "As", "C", "C", "C", "C", "C", "C", "C", "C", "C", "C", "C", "C", "C", "C", "C", "C", "C", "C", "H", "H", "H", "H", "H", "H", "H", "H", "H", "H", "H", "H", "H", "H", "H"],
  "coordinates": [[1.055674, -0.933830, 2.638278], [-1.637611, -3.381033, 2.202588], [-0.455406, -4.600458, 1.461567], [-0.852081, -5.840021, 0.951519], [0.091061, -6.708001, 0.423669], [1.461733, -6.389667, 0.376483], [1.591292, -5.156143, 0.908827], [0.856050, -4.331116, 1.385486], [4.352772, -3.046089, 1.756336], [5.038744, -3.926776, 1.451475], [3.658345, -2.155131, 2.043836], [-1.898797, -6.108014, 0.982249], [-0.208292, -7.672628, 0.029919], [2.235099, -7.032646, -0.013753], [2.233467, 4.825653, 2.042788], [1.238417, 3.797020, 1.967815], [1.557310, 2.516433, 2.005961], [0.668082, 1.676516, 1.988260], [2.878593, 2.206013, 2.049917], [3.282584, 0.872742, 2.030466], [1.683422, 5.760117, 2.067650], [2.878017, 4.810066, 1.161326], [2.820954, 4.736823, 2.957850], [3.578295, 2.927305, 1.998374], [3.980427, 0.724246, 2.750369], [3.687022, 0.646236, 1.127515], [0.008518, -0.864633, 0.329756], [-0.708331, 0.417992, -0.438271], [0.602105, 1.546096, -1.316753], [0.440944, 2.904936, -1.553592], [1.422144, 3.600352, -2.247517], [2.559200, 2.946559, -2.699603], [2.734806, 1.594126, -2.434598], [1.753272, 0.894239, -1.748724], [-1.719031, -0.411613, -1.887968], [-1.361361, -0.219033, -3.213950], [-2.012333, -0.951128, -4.200933], [-3.015804, -1.843050, -3.860188], [-3.383795, -2.010747, -2.531429], [-2.732920, -1.294190, -1.538086], [-2.120098, 1.233491, 0.604171], [-2.640237, 0.486741, 1.651047], [-3.707779, 0.978408, 2.388356], [-4.253907, 2.213006, 2.069216], [-3.727022, 2.959137, 1.025772], [-2.671000, 2.463414, 0.273747], [-0.432371, 3.433398, -1.201034], [1.292946, 4.657544, -2.440096], [3.305689, 3.490521, -3.263056], [3.626580, 1.086919, -2.778917], [1.863280, -0.167252, -1.552544], [-0.584681, 0.484712, -3.486708], [-1.732148, -0.804954, -5.235771], [-3.522030, -2.401688, -4.636154], [-4.178579, -2.696273, -2.268300], [-3.013796, -1.421452, -0.499141], [-2.206349, -0.476160, 1.896704], [-4.109694, 0.398021, 3.208264], [-5.101159, 2.591618, 2.624819], [-4.145137, 3.926000, 0.780319], [-2.305094, 3.037323, -0.565607]],
  "atomic_forces_ev_per_a": [[-0.4, 0.7, -0.5], [0.1, -0.2, -0.1], [-1.2, 0.3, 0.2], [0.1, 0.2, 0.1], [0.0, 0.3, 0.1], [1.3, -0.5, -0.4], [-1.9, 0.2, 0.3], [1.5, -0.4, -0.4], [0.4, 0.0, -0.1], [-0.4, 0.2, 0.1], [0.2, -0.3, -0.1], [0.0, 0.0, 0.0], [0.1, 0.0, 0.0], [0.0, 0.0, 0.0], [0.1, 0.1, 0.0], [-0.1, 0.1, 0.0], [-0.2, -0.3, -0.1], [0.2, -0.2, 0.1], [0.1, 0.3, 0.0], [-0.1, -0.2, 0.0], [0.0, 0.0, 0.0], [0.0, 0.0, 0.0], [0.0, 0.0, 0.0], [0.0, 0.0, -0.1], [0.0, 0.0, 0.0], [0.0, 0.0, 0.0], [0.6, -0.5, 1.1], [-1.1, 0.1, -1.2], [-0.1, 0.0, 0.5], [0.0, 0.0, 0.1], [0.0, 0.1, 0.0], [0.0, 0.0, 0.0], [0.0, 0.0, 0.0], [0.0, -0.2, 0.1], [0.6, 0.4, 0.4], [-0.1, -0.2, 0.0], [0.1, 0.2, 0.0], [0.0, 0.0, -0.1], [0.0, 0.0, 0.1], [0.0, -0.1, -0.1], [0.5, 0.0, -0.1], [0.1, 0.0, 0.2], [0.0, 0.0, -0.1], [0.0, 0.0, 0.0], [0.0, 0.0, -0.1], [0.0, 0.0, 0.1], [0.0, 0.0, 0.0], [0.0, 0.0, 0.0], [0.0, 0.0, 0.0], [0.0, 0.0, 0.0], [0.0, 0.0, 0.0], [0.0, 0.0, 0.0], [-0.1, 0.0, 0.0], [0.0, 0.0, 0.0], [0.0, 0.0, 0.0], [0.0, 0.0, 0.0], [0.0, 0.0, 0.0], [0.0, 0.0, 0.0], [0.0, 0.0, 0.1], [0.0, 0.0, 0.0], [0.0, 0.0, 0.0]],
  "e_lumo_ev": -8.92,
  "charge": 2,
  "gap_ev": 4.609
}